Density functional theory data (wB97M-V/def2-TZVPD) for a molecular structure, C22H22BrN4RuS3.

Properties
E_LUMO (spin up / spin down): 0.4 / -1.3 eV
HOMO level (spin up / spin down): -7.5 / -7.8 eV
ΔE to the lowest compared entry with this formula, charge and spin: 8.8 kJ/mol
E_tot: -134261.17458 eV
gap between HOMO and LUMO (spin up / spin down): 7.82 / 6.50 eV
2S+1: 6
F_max: 0.21 eV/A

Each line ends with the Löwdin charge.
Element x y z (Å)
Ru1 -0.0962 0.2972 0.9428  1.083
C1 1.8940 -1.7791 2.3802  -0.086
N1 1.0591 -1.8430 1.1744  -0.258
C2 1.8705 -2.0489 -0.0427  -0.176
C3 2.8570 -0.9198 -0.2392  -0.192
N2 2.1751 0.3821 -0.2804  -0.225
C4 1.7479 0.6964 -1.6596  -0.081
C5 2.9832 1.4672 0.2333  -0.296
C6 4.3659 1.4759 0.0868  -0.036
C7 5.1172 2.5360 0.5674  -0.085
C8 4.4789 3.6013 1.1867  -0.089
C9 3.1023 3.6062 1.3155  -0.116
C10 2.3321 2.5437 0.8401  -0.612
S1 0.5830 2.6046 0.9635  0.596
C11 0.0257 -2.8530 1.2197  -0.301
C12 0.1518 -4.0056 1.9798  -0.024
C13 -0.8487 -4.9668 1.9607  -0.078
C14 -1.9693 -4.7787 1.1685  -0.084
C15 -2.0979 -3.6288 0.4088  -0.112
C16 -1.1101 -2.6481 0.4267  -0.600
S2 -1.3379 -1.1700 -0.5116  0.598
H1 2.6386 -2.5829 2.4045  0.096
H2 1.2537 -1.8377 3.2557  0.084
H3 2.4148 -0.8217 2.4145  0.083
H4 1.1831 -2.1199 -0.8859  0.091
H5 2.4116 -3.0009 0.0350  0.137
H6 3.4269 -1.0940 -1.1602  0.129
H7 3.5768 -0.9097 0.5779  0.111
H8 2.6204 0.7657 -2.3189  0.098
H9 1.2196 1.6488 -1.6575  0.067
H10 1.0728 -0.0804 -2.0184  0.060
H11 4.8626 0.6531 -0.4102  0.109
H12 6.1929 2.5314 0.4548  0.102
H13 5.0544 4.4335 1.5699  0.104
H14 2.6028 4.4373 1.7953  0.100
H15 1.0256 -4.1566 2.5985  0.107
H16 -0.7506 -5.8562 2.5683  0.103
H17 -2.7555 -5.5215 1.1524  0.104
H18 -2.9828 -3.4672 -0.1921  0.100
S3 -2.9971 -0.9891 4.1929  0.573
C17 -1.6703 -0.5044 3.4446  -0.996
N3 -0.6818 -0.1381 2.9048  -0.106
Br1 -6.1199 3.9569 -0.2797  0.771
C18 -4.5160 3.0201 0.0375  -0.683
C19 -4.1357 2.7104 1.3302  -0.084
C20 -2.9470 2.0206 1.5092  -0.129
N4 -2.1722 1.6456 0.4955  -0.096
C21 -2.5504 1.9518 -0.7427  -0.174
C22 -3.7147 2.6397 -1.0276  -0.093
H19 -4.7393 2.9893 2.1810  0.110
H20 -2.6091 1.7546 2.5026  0.090
H21 -1.8919 1.6285 -1.5405  0.099
H22 -3.9858 2.8679 -2.0476  0.106